No. 1
A cluster of 6 separate species, C24H63N6O10 in total, computed with ωB97M-V with the def2-TZVPD basis set.

```
103
Properties=species:S:1:pos:R:3:forces:R:3:mulliken_charge:R:1
N 2.683205 1.959484 -1.105943 -0.1 -0.1 0.1 0.9231
O 2.975998 3.192952 -0.950784 -0.5 -1.7 -0.5 -0.7272
O 2.021831 1.563600 -2.108208 0.9 0.7 1.4 -0.6106
O 3.057423 1.115675 -0.217196 -0.5 1.3 -0.9 -0.7316
C 7.519408 -1.876147 2.252061 0.3 0.5 0.0 -0.7291
O 6.252673 -2.303217 1.864929 -0.4 0.1 0.4 -0.2830
C 5.784918 -1.652159 0.696284 0.4 -0.2 -0.5 -0.5064
C 4.391412 -2.150144 0.379687 0.1 -0.1 0.0 -0.2029
N 3.951008 -1.552609 -0.885979 -0.7 0.3 0.5 -0.4238
C 2.615108 -2.029170 -1.308514 0.1 0.4 0.7 0.5671
C 2.501792 -3.505619 -1.589520 -0.5 0.5 0.1 -0.7605
O 2.438726 -4.257075 -0.390742 0.5 -0.1 0.1 -0.2448
C 2.502099 -5.631080 -0.659238 -0.2 0.1 -0.1 -0.8478
H 7.713453 -2.187700 3.278554 0.0 -0.4 -0.1 0.2485
H 7.610569 -0.775504 2.272341 -0.1 -0.1 -0.2 0.2984
H 8.283698 -2.266238 1.563127 0.1 0.0 0.2 0.2738
H 6.442572 -1.921676 -0.148195 -0.1 0.1 0.1 0.2984
H 5.835289 -0.559517 0.808434 -0.2 -0.1 0.1 0.3170
H 3.721612 -1.945897 1.236249 0.0 0.1 -0.2 0.0687
H 4.443834 -3.233871 0.296734 0.0 0.0 0.0 0.2758
H 3.711970 -0.584781 -0.601630 0.5 -0.2 -0.8 0.3474
H 2.307085 -1.487725 -2.206578 0.2 0.1 0.0 0.4357
H 1.901898 -1.738062 -0.518049 -0.2 -0.4 -0.2 -0.4900
H 3.346464 -3.790146 -2.231729 0.0 -0.3 0.1 0.2958
H 1.546764 -3.682918 -2.105683 0.2 0.0 -0.4 0.4269
H 2.708848 -6.168664 0.262973 0.0 0.0 0.1 0.2476
H 3.299305 -5.833238 -1.383799 0.0 -0.2 0.0 0.3334
H 1.540413 -5.976647 -1.065466 0.1 -0.1 -0.1 0.2769
C -7.509639 -1.642064 4.394164 -0.2 0.7 -0.7 -0.7030
O -6.152120 -1.490752 4.045595 -0.1 -0.1 0.0 -0.2947
C -5.519108 -0.410092 4.709368 0.6 -0.6 0.2 -0.5716
C -4.013334 -0.594693 4.602168 -0.7 0.8 0.4 -0.6303
N -3.610433 -0.390267 3.229740 -0.1 -0.6 -0.1 -0.1369
C -2.221765 -0.745650 3.007212 0.4 0.0 -0.5 -0.9684
C -1.916077 -0.819038 1.506486 -0.1 0.3 0.4 -0.3584
O -0.565089 -1.106143 1.270582 0.1 -0.3 0.0 -0.1638
C 0.288238 0.015565 1.413088 0.3 0.1 -0.1 -0.4436
H -7.884980 -2.576425 3.981604 0.2 -0.2 0.2 0.2339
H -8.119910 -0.859616 3.907017 0.1 0.0 0.3 0.2827
H -7.651135 -1.576659 5.477711 -0.1 -0.2 0.0 0.2861
H -5.804495 -0.450680 5.768923 -0.1 0.3 -0.1 0.4448
H -5.732905 0.561769 4.248371 -0.5 -0.1 0.1 0.2977
H -3.718756 -1.561603 5.028945 0.1 -0.1 0.0 0.3600
H -3.613003 0.213985 5.227668 0.4 -0.2 0.0 0.3115
H -4.206428 -1.005983 2.675014 0.2 0.2 -0.1 0.2831
H -1.924583 -1.716710 3.434973 -0.1 0.1 0.1 0.2777
H -1.589023 0.023135 3.455120 0.0 -0.1 0.1 0.1967
H -2.208501 0.129664 1.030157 0.0 -0.1 0.0 0.3087
H -2.512806 -1.631962 1.079199 0.1 0.1 -0.1 0.3844
H 0.070612 0.779674 0.654922 -0.2 0.1 0.2 0.2024
H 1.318239 -0.283858 1.230663 -0.1 -0.3 0.0 -0.0978
H 0.248493 0.434779 2.421833 -0.1 0.2 -0.1 0.4701
C 2.801172 3.816750 3.696039 -1.0 0.0 0.3 -1.7692
C 2.158727 3.858968 2.315838 1.2 -0.8 -0.6 1.4304
C 0.672189 4.066681 2.386012 0.0 0.7 0.5 -0.5957
O 0.077007 2.919983 2.960732 0.0 -0.1 -0.4 -0.2234
C -1.304670 3.070902 3.065425 -0.5 0.7 0.5 -0.5624
N 2.839128 4.871689 1.470139 -0.4 -0.3 0.5 -0.8636
H 2.670381 4.771234 4.216087 0.3 0.1 -0.1 0.3667
H 3.843789 3.519870 3.627950 0.2 0.1 0.1 0.4947
H 2.268679 3.076123 4.302749 0.2 0.0 -0.1 0.3466
H 2.349447 2.853247 1.901069 -0.3 0.2 -0.2 -0.2634
H 0.223626 4.290171 1.411380 0.1 -0.1 -0.1 0.0098
H 0.498172 4.950780 3.034418 -0.2 -0.1 -0.1 0.3109
H -1.757445 2.133808 3.376651 0.0 -0.1 0.1 0.0288
H -1.803990 3.406038 2.143896 0.3 -0.2 -0.2 0.2669
H -1.525417 3.856366 3.812111 -0.1 -0.2 0.0 0.3343
H 3.808561 4.820638 1.765038 0.1 0.2 -0.2 0.2869
H 2.843196 4.524630 0.507410 -0.1 0.0 0.2 0.4595
C -3.438218 1.961882 -3.610180 -0.3 -0.7 0.0 -1.3826
C -2.183467 2.445484 -4.321527 -0.9 0.6 -1.0 0.6001
C -1.066301 2.837427 -3.417954 0.8 -0.5 0.5 -0.3015
O -1.579687 3.691285 -2.424048 -0.6 -0.1 -0.8 -0.4215
C -0.569975 4.263605 -1.667227 0.8 0.4 0.3 -0.3688
N -1.791401 1.438128 -5.352228 -0.2 0.7 -0.2 -0.6540
H -3.985331 2.720304 -3.052042 0.3 0.3 -0.1 0.3614
H -3.244908 1.148718 -2.908464 0.2 -0.1 0.0 0.0954
H -4.121850 1.567299 -4.371550 0.0 0.0 0.1 0.3973
H -2.515878 3.357240 -4.851029 0.3 0.1 0.2 0.3020
H -0.244426 3.315543 -3.974552 -0.2 0.1 0.0 0.3222
H -0.597740 1.966857 -2.940474 0.0 -0.2 0.0 0.0284
H -0.047635 3.535273 -1.044719 -0.1 -0.1 0.2 -0.0277
H -1.036821 5.041673 -1.071037 0.1 0.1 0.2 0.2957
H 0.213874 4.700685 -2.300271 -0.1 0.1 0.0 0.3326
H -0.926009 1.697463 -5.835558 0.0 0.1 0.5 0.2062
H -2.480405 1.591254 -6.091669 0.0 -0.6 0.2 0.3069
C -0.808464 -1.017907 -1.827170 -0.9 0.2 0.5 -0.7179
C -0.727969 -1.698079 -3.177070 -0.2 0.2 0.3 1.4108
C -2.097158 -2.091244 -3.710148 -0.4 -0.2 0.6 -0.7468
O -2.053024 -2.867424 -4.892781 0.3 0.1 -0.1 -0.4310
C -1.404879 -4.109480 -4.708018 -0.4 0.0 -0.6 -0.6411
N -0.016976 -0.825653 -4.093419 -0.2 0.7 -1.3 -0.4793
H -1.236987 -1.701995 -1.092866 0.2 -0.1 0.1 0.4257
H -1.473562 -0.145664 -1.806453 0.0 0.1 -0.4 0.0699
H 0.149443 -0.657859 -1.465932 0.2 -0.2 -0.2 -0.2458
H -0.210624 -2.639057 -2.947359 0.5 0.2 -0.6 -0.4917
H -2.664240 -1.189003 -3.929595 -0.1 0.1 -0.2 0.2106
H -2.666594 -2.666135 -2.954557 0.2 0.1 0.0 0.3838
H -1.728993 -4.710324 -5.561523 0.1 -0.2 0.2 0.2706
H -1.731097 -4.582494 -3.774039 0.1 -0.1 0.0 0.3122
H -0.313151 -4.043834 -4.736665 0.0 0.1 0.1 0.2218
H -0.032203 -1.195849 -5.051200 0.1 -0.4 0.5 0.3433
H -0.590761 0.035724 -4.264259 0.6 -1.0 0.7 -0.0932
```
Positions in Å, forces in eV/Å.

ΔE to the lowest compared entry with this formula, charge and spin ... 0.0 kcal per mole
Total charge ... -1

No. 2
A cluster of 2 separate species, C4H12N2 in total, computed with ωB97M-V with the def2-TZVPD basis set.

```
18
Properties=species:S:1:pos:R:3:forces:R:3:nbo_charge:R:1
C -0.277643 -1.914892 -1.572250 0.3 -1.4 1.1 -0.0596
N 0.345698 -2.070711 -0.476846 -0.6 2.2 0.3 -0.4022
C 1.673041 -1.464195 -0.358696 0.4 -1.4 0.2 -0.4547
H -1.359830 -1.877800 -1.444317 -0.1 -0.6 -0.8 0.1733
H 0.240651 -2.006743 -2.530109 -0.2 1.0 -0.3 0.1476
H 2.048296 -1.641022 0.649180 -0.1 0.0 0.0 0.2021
H 2.423464 -1.902709 -1.025744 0.0 0.3 -0.3 0.1839
H 1.543861 -0.393108 -0.486440 0.2 0.0 -0.2 0.2095
C -0.105812 1.548844 1.907055 0.4 -1.1 -0.3 -0.4013
N -0.946225 1.231224 0.775780 0.7 1.8 0.1 -0.6715
C -0.770954 2.119721 -0.349804 -2.3 -0.8 -0.8 -0.4093
H 0.699267 0.826208 2.028120 0.1 -0.5 0.4 0.1711
H -0.622077 1.661198 2.859919 -0.1 0.1 0.0 0.1856
H 0.460921 2.440023 1.667656 -0.3 0.5 0.1 0.1931
H -1.463751 0.386994 0.647755 0.3 -0.2 0.3 0.3875
H -0.097859 1.808355 -1.155716 0.6 0.1 0.3 0.1619
H -1.758752 2.155499 -0.835763 0.2 0.1 -0.3 0.1887
H -0.632997 3.149377 -0.047518 0.5 0.1 0.2 0.1942
```
Positions in Å, forces in eV/Å.

ΔE to the lowest compared entry with this formula, charge and spin ... 64.3 kcal per mole
Total charge ... 0

No. 3
An isolated molecule of C4H4N4, computed with ωB97M-V with the def2-TZVPD basis set.

```
12
Properties=species:S:1:pos:R:3:forces:R:3:nbo_charge:R:1
C 0.654701 1.280095 -0.028966 -0.8 2.3 -2.1 0.2840
N 0.393923 1.051298 1.151628 -2.3 -1.9 3.5 -0.4876
C -0.783576 0.251553 1.451904 2.5 -1.8 -3.3 0.3042
N -0.918548 -0.960927 0.969327 0.4 3.2 1.3 -0.4699
C 0.175099 -1.424519 0.254264 -1.2 -0.9 -1.1 0.3011
N 0.579161 -1.204710 -0.938409 -0.3 1.6 -0.3 -0.4903
C -0.022065 -0.102287 -1.594016 -1.1 0.1 -1.6 0.2751
N -0.213674 1.107326 -1.195118 2.6 -1.3 1.3 -0.4749
H 1.538032 1.906513 -0.153400 0.1 -0.3 -0.8 0.1917
H -1.514383 0.689743 2.040222 -1.3 0.7 1.2 0.1927
H 0.478753 -2.325565 0.688928 1.3 -1.3 0.8 0.1832
H -0.367422 -0.268519 -2.646363 0.1 -0.5 1.0 0.1907
```
Positions in Å, forces in eV/Å.

ΔE to the lowest compared entry with this formula, charge and spin ... 49.5 kcal per mole
Total charge ... 0

No. 4
A structure of composition C38H48F3N7PS2Si2V, computed with ωB97M-V with the def2-TZVPD basis set.

```
102
Properties=species:S:1:pos:R:3:forces:R:3:mulliken_charge:R:1
V -0.439500 -0.498659 0.066884 2.0 2.5 -3.1 -0.9102
C 0.521288 -0.142632 3.793568 -0.1 0.2 -0.5 -1.2535
Si -0.028269 0.759057 2.145404 -0.3 0.7 0.5 1.8891
C 1.188005 2.268885 2.164348 -0.4 -0.4 0.0 -1.0768
C -1.723438 1.474957 2.736311 0.6 -0.2 0.0 0.1187
C -1.830934 2.188916 3.923857 -0.1 0.1 0.2 -0.7838
C -3.056027 2.616767 4.403745 0.1 0.2 0.3 -0.7058
C -4.206303 2.309644 3.699365 -0.3 0.1 0.0 -0.7344
C -4.107258 1.627033 2.499919 -0.2 0.1 0.2 -0.3712
C -2.879773 1.217770 1.991801 0.0 -0.4 -0.4 -0.0439
Si -2.725145 0.403880 0.235353 -0.7 0.7 0.5 1.5541
C -3.309238 1.927776 -0.835513 0.3 -0.5 0.2 -0.9856
C -4.305321 -0.756169 0.210913 0.5 0.3 -0.1 -1.8470
H 0.609434 0.575342 4.603701 0.0 0.2 0.2 0.5713
H 1.482215 -0.641382 3.699750 0.3 -0.1 0.0 0.3617
H -0.217558 -0.880257 4.094132 -0.2 -0.2 0.1 0.0214
H 1.213670 2.755596 3.136841 0.0 0.0 0.3 0.4186
H 0.887119 3.009068 1.429935 -0.1 0.1 -0.2 0.0492
H 2.202418 1.961439 1.922501 0.2 -0.1 -0.1 0.2638
H -0.937738 2.417504 4.490880 0.1 0.0 0.1 0.1744
H -3.113842 3.180712 5.328070 0.0 0.0 0.0 0.3748
H -5.173281 2.621416 4.077496 0.0 0.0 0.0 0.3857
H -5.011346 1.407272 1.947942 -0.2 0.0 -0.1 0.3582
H -3.993525 2.558779 -0.273145 -0.2 0.0 0.2 0.5165
H -3.810726 1.620345 -1.748962 -0.1 -0.1 -0.2 0.3259
H -2.461027 2.547175 -1.119830 0.1 0.0 0.0 -0.1263
H -5.176263 -0.221495 -0.155650 -0.3 0.1 -0.1 0.5028
H -4.537776 -1.110892 1.211271 -0.1 -0.1 0.3 0.4495
H -4.158701 -1.627767 -0.422293 0.0 -0.2 -0.2 0.3865
C 0.850309 -4.144660 -4.155571 0.0 0.1 0.1 -1.3498
C -0.038026 -3.072029 -3.636015 -0.1 0.1 0.0 0.9676
C -0.988438 -2.306209 -4.276581 0.3 -0.2 0.3 -1.6753
C -1.533039 -1.468823 -3.285768 0.0 -0.2 -0.1 0.4509
N -0.947305 -1.709204 -2.123095 0.1 0.6 1.1 0.1150
N -0.042045 -2.671401 -2.347354 0.2 -0.4 -0.7 0.1923
C -2.617584 -0.472554 -3.464474 0.1 0.2 0.2 -0.3739
H 0.484664 -4.463513 -5.129244 0.1 -0.1 0.0 0.3474
H 0.867146 -5.001152 -3.481913 0.0 -0.1 0.0 0.3371
H 1.873247 -3.787255 -4.267088 0.1 0.0 0.0 0.2521
H -1.234103 -2.327645 -5.319766 -0.1 0.0 -0.2 0.4083
H 0.477150 -3.045587 -1.563928 -0.2 0.1 -0.1 -0.0148
H -3.060924 -0.582127 -4.451811 -0.1 0.0 0.0 0.3561
H -2.205776 0.532359 -3.389100 -0.1 0.0 0.0 -0.2285
H -3.379486 -0.591626 -2.698841 -0.1 0.0 0.1 0.0381
C -0.282657 -3.775583 4.912912 -0.2 -0.2 0.0 -1.2200
C -0.914313 -5.005486 4.269525 0.1 0.2 -0.1 0.6921
C 0.147702 -5.911435 3.653378 -0.2 0.0 0.1 -1.4168
C -1.968276 -4.594236 3.223602 -0.1 -0.8 0.8 -1.2179
N -1.427748 -3.768980 2.183703 -0.2 2.1 -0.5 0.9715
C -1.546531 -2.433495 1.999788 0.6 -0.8 -0.5 -1.3829
N -0.847371 -2.106702 0.912588 -1.6 -4.1 2.6 0.8120
N -0.326879 -3.266936 0.456645 0.0 -0.7 0.3 0.1451
N -0.666195 -4.250964 1.205849 0.3 -0.1 -0.8 -1.2666
H 0.385966 -4.071629 5.718379 0.1 0.0 0.0 0.4919
H -1.047645 -3.121437 5.325014 0.0 0.2 0.1 0.3542
H 0.293713 -3.211327 4.183886 0.1 0.1 0.0 0.0877
H -1.447784 -5.569517 5.042513 -0.1 0.0 -0.1 0.3539
H 0.648488 -5.407825 2.830161 0.1 -0.1 0.0 0.2507
H -0.304622 -6.823155 3.271285 0.0 -0.1 -0.1 0.3768
H 0.890219 -6.186921 4.398842 0.1 0.0 0.1 0.4099
H -2.772433 -4.032892 3.704402 0.0 0.0 -0.1 0.3587
H -2.381267 -5.493334 2.757424 -0.1 0.2 0.0 0.4135
H -2.110445 -1.758015 2.607916 -0.2 0.3 0.2 0.5545
F 6.321451 -2.959172 0.855577 -0.3 0.1 0.2 -0.2943
C 5.762649 -2.551205 -0.299196 1.1 -0.4 -0.3 0.7625
F 5.909610 -3.604575 -1.154329 -0.4 0.2 0.1 -0.2744
F 6.589837 -1.601357 -0.794975 -0.3 0.2 0.0 -0.2653
C 4.358659 -2.100602 -0.160782 -1.0 0.4 0.1 0.3530
C 3.614038 -2.317936 1.011947 0.8 0.0 -0.7 -1.4456
C 2.316253 -1.872993 1.059398 -0.4 0.0 0.1 -0.7476
N 1.686101 -1.264445 0.036898 -0.5 0.2 -0.2 0.8857
C 2.403864 -1.074984 -1.085756 -0.1 0.2 -0.4 -1.0401
C 3.717013 -1.445474 -1.229149 0.8 -0.6 0.7 -1.0147
H 4.063976 -2.814316 1.858927 0.0 0.0 0.1 0.4716
H 1.733416 -1.994319 1.962695 0.0 0.0 0.0 0.5549
H 1.887399 -0.583683 -1.903290 0.0 0.0 0.1 0.8885
H 4.256429 -1.237576 -2.141332 -0.1 0.0 -0.1 0.5675
S -0.284786 1.956826 -4.520011 0.0 0.0 -0.1 -0.4636
P 0.434343 2.600374 -2.807299 0.1 0.2 -0.2 1.1718
S 0.367618 1.481757 -1.156472 0.3 0.5 0.1 0.4916
C 2.185772 3.107087 -3.049963 -0.3 -0.3 0.1 0.1030
C 2.431438 4.043809 -4.044549 0.0 0.1 0.0 -0.5799
C 3.722381 4.461350 -4.295826 0.0 0.1 -0.1 -0.6280
C 4.773073 3.938147 -3.558158 0.2 0.0 0.0 -0.4015
C 4.530274 2.989728 -2.579398 0.2 0.0 0.0 -0.6736
C 3.235642 2.572234 -2.322460 -0.1 0.0 0.1 -0.1408
C -0.261708 4.241273 -2.352413 -0.1 -0.5 -0.1 -0.0448
C -1.309365 4.800141 -3.065346 0.1 -0.1 -0.1 -0.2145
C -1.818657 6.029462 -2.685196 -0.1 0.1 0.0 -0.5983
C -1.287057 6.692003 -1.592975 -0.1 0.1 0.0 -0.4239
C -0.244271 6.127130 -0.875734 0.1 0.1 0.1 -0.6355
C 0.268791 4.903407 -1.253492 0.1 -0.1 0.0 -0.4189
H 1.600249 4.434801 -4.616996 0.0 0.0 -0.1 0.3698
H 3.912804 5.194805 -5.067357 0.0 0.1 0.0 0.3800
H 5.783533 4.272868 -3.750835 0.1 0.0 0.0 0.3717
H 5.352956 2.575517 -2.012915 0.1 0.0 0.1 0.4443
H 3.029410 1.845452 -1.546928 0.0 0.0 0.0 0.2037
H -1.704650 4.269662 -3.921719 0.0 -0.1 0.0 0.3891
H -2.630462 6.472404 -3.244182 -0.1 0.0 0.0 0.3895
H -1.688065 7.651598 -1.296116 0.0 0.1 0.0 0.3629
H 0.167521 6.645488 -0.020944 0.0 0.0 0.1 0.4017
H 1.083650 4.446532 -0.705208 0.0 0.0 0.1 0.2678
```
Positions in Å, forces in eV/Å.

⟨S²⟩ ... 0.7847
Spin multiplicity ... 2
Total energy ... -131172.6953 eV
Total charge ... -1

Record-wise max |F| values, in hartree/bohr: 0.0364, 0.0494, 0.0892, 0.0998